{
  "formula": "H4NOPS2",
  "method": "ωB97M-V with the def2-TZVPD basis set",
  "orbital_gap_ev": 9.44,
  "spin_multiplicity": 1,
  "charge": 0,
  "smiles": "N[P@@](O)(=S)S",
  "lumo_energy_ev": 0.33,
  "species": ["N", "P", "O", "S", "S", "H", "H", "H", "H"],
  "coordinates": [[0.036, -1.126, 1.146], [-0.141, 0.074, -0.069], [0.145, -0.671, -1.495], [-1.777, 1.175, -0.168], [1.678, 1.133, 0.503], [-0.617, -1.912, 1.057], [-0.282, -0.428, 1.822], [-0.570, -0.204, -2.253], [1.528, 1.959, -0.543]]
}



{
  "formula": "C13H20BrNO2",
  "method": "ωB97M-V with the def2-TZVPD basis set",
  "orbital_gap_ev": 8.41,
  "spin_multiplicity": 1,
  "charge": 0,
  "lumo_energy_ev": 0.62,
  "species": ["C", "O", "C", "C", "N", "H", "C", "C", "H", "H", "C", "H", "O", "C", "C", "C", "C", "C", "C", "Br", "H", "C", "H", "H", "H", "H", "H", "H", "H", "H", "H", "H", "H", "H", "H", "H", "H"],
  "coordinates": [[3.506, -2.335, -6.341], [2.341, -2.176, -5.451], [2.374, -3.063, -4.377], [1.346, -2.835, -3.486], [1.639, -1.481, -2.778], [2.427, -1.826, -2.095], [0.565, -1.315, -1.988], [-0.234, -2.072, -1.053], [-0.616, -3.017, -1.518], [0.630, -2.377, -0.237], [-1.445, -1.603, -0.239], [-2.132, -1.085, -1.007], [-0.598, -0.243, 0.564], [-1.572, 0.303, 1.376], [-2.886, 0.346, 1.443], [-3.459, 1.007, 2.384], [-2.753, 2.179, 3.137], [-1.432, 2.195, 2.911], [-0.995, 1.429, 2.074], [1.040, 1.412, 1.855], [-0.972, 3.072, 3.312], [-3.613, 2.852, 3.936], [-3.504, 4.003, 3.680], [-3.260, 2.750, 5.028], [-4.905, 3.000, 3.733], [-4.676, 1.042, 2.525], [-3.264, -0.434, 1.050], [-1.942, -2.223, 0.494], [0.744, -0.365, -1.558], [-0.365, -1.025, -2.710], [1.114, -3.811, -2.946], [0.451, -2.672, -4.222], [2.500, -4.183, -4.781], [3.586, -2.851, -3.942], [3.727, -3.289, -6.855], [4.242, -2.091, -5.901], [3.234, -1.458, -7.323]]
}



{
  "formula": "C6H11N",
  "method": "ωB97M-V with the def2-TZVPD basis set",
  "orbital_gap_ev": 12.26,
  "spin_multiplicity": 1,
  "charge": 0,
  "smiles": "CC(C)[C@@H](C)C#N",
  "lumo_energy_ev": 0.92,
  "species": ["C", "C", "C", "C", "C", "C", "N", "H", "H", "H", "H", "H", "H", "H", "H", "H", "H", "H"],
  "coordinates": [[-1.726, 0.028, 0.975], [-0.254, 0.294, 0.595], [0.694, -0.663, 1.326], [-0.046, 0.262, -0.940], [1.270, 0.906, -1.398], [-0.141, -1.117, -1.451], [-0.186, -2.204, -1.846], [-2.382, 0.005, 0.098], [-2.098, 0.796, 1.660], [-1.844, -0.935, 1.480], [0.006, 1.320, 0.890], [0.590, -0.551, 2.410], [1.744, -0.486, 1.068], [0.461, -1.706, 1.075], [-0.874, 0.817, -1.400], [1.349, 0.893, -2.489], [1.296, 1.949, -1.067], [2.142, 0.391, -0.985]]
}



{
  "formula": "H7NO3Si2",
  "method": "ωB97M-V with the def2-TZVPD basis set",
  "orbital_gap_ev": 10.83,
  "spin_multiplicity": 1,
  "charge": 0,
  "lumo_energy_ev": 0.51,
  "species": ["N", "O", "O", "O", "Si", "Si", "H", "H", "H", "H", "H", "H", "H"],
  "coordinates": [[-1.003, 1.789, 1.277], [2.552, -1.789, 0.756], [-2.187, 0.374, -0.802], [0.339, -0.259, -0.201], [1.283, -1.578, -0.255], [-0.745, 0.903, -0.225], [-1.779, 2.367, 1.049], [-1.277, 1.185, 2.025], [2.699, -0.986, 1.236], [-1.851, 0.030, -1.648], [0.298, -2.658, -0.093], [1.913, -1.453, -1.569], [-0.242, 2.075, -1.551]]
}



{
  "formula": "C23H24FLaN7O3",
  "method": "ωB97M-V with the def2-TZVPD basis set",
  "orbital_gap_ev": 8.33,
  "spin_multiplicity": 1,
  "charge": 3,
  "lumo_energy_ev": -7.51,
  "species": ["La", "F", "C", "C", "C", "C", "O", "C", "C", "N", "C", "C", "C", "C", "C", "C", "N", "C", "C", "N", "C", "C", "C", "O", "O", "H", "H", "H", "H", "H", "H", "H", "H", "H", "H", "H", "H", "H", "H", "H", "H", "H", "H", "N", "C", "C", "N", "C", "C", "N", "C", "C", "N", "H", "H", "H", "H", "H", "H"],
  "coordinates": [[3.429, 0.592, 2.718], [-0.267, 1.036, -3.743], [-0.697, 0.689, -2.517], [0.176, 0.689, -1.483], [-0.286, 0.417, -0.182], [0.604, 0.386, 0.941], [1.877, 0.569, 0.850], [0.040, 0.130, 2.203], [-1.293, -0.124, 2.342], [-2.133, -0.084, 1.302], [-3.549, -0.404, 1.513], [-4.226, 0.131, 2.734], [-4.554, 0.699, 1.385], [-1.651, 0.174, 0.015], [-2.530, 0.147, -1.078], [-2.074, 0.388, -2.358], [-2.954, 0.316, -3.443], [-4.280, 0.909, -3.389], [-4.382, 2.112, -4.309], [-3.998, 1.696, -5.721], [-2.612, 1.064, -5.774], [-2.588, -0.089, -4.794], [1.068, 0.191, 3.270], [1.505, 1.331, 3.614], [1.816, -0.810, 3.495], [1.218, 0.930, -1.655], [-1.747, -0.364, 3.294], [-3.814, -1.394, 1.169], [-3.667, 0.776, 3.399], [-4.931, -0.527, 3.221], [-4.174, 1.691, 1.181], [-5.503, 0.450, 0.930], [-3.564, -0.123, -0.920], [-4.538, 1.233, -2.383], [-5.025, 0.159, -3.681], [-3.677, 2.896, -4.039], [-5.387, 2.524, -4.364], [-4.045, 2.500, -6.349], [-4.687, 1.029, -6.079], [-1.917, 1.857, -5.509], [-2.451, 0.753, -6.804], [-1.618, -0.567, -4.823], [-3.320, -0.840, -5.118], [7.166, -1.343, 4.540], [7.264, -0.321, 5.473], [6.282, 0.550, 5.160], [5.580, 0.092, 4.049], [6.151, -1.050, 3.719], [5.660, -1.829, 2.576], [4.666, -1.380, 1.833], [4.441, -2.354, 0.865], [5.311, -3.372, 1.038], [6.084, -3.018, 2.137], [7.770, -2.149, 4.504], [8.012, -0.323, 6.248], [6.039, 1.474, 5.657], [3.680, -2.243, 0.113], [5.468, -4.294, 0.506], [6.830, -3.577, 2.520]]
}



{
  "formula": "C25H29ClN4O3",
  "method": "ωB97M-V with the def2-TZVPD basis set",
  "orbital_gap_ev": 8.42,
  "spin_multiplicity": 1,
  "charge": 0,
  "smiles": "CC1=CN2C(=NC(=O)C[C@@]2(C)C(=O)N(CC(=O)NC2CCCC2)Cc2ccc(Cl)cc2)C=C1",
  "lumo_energy_ev": 0.07,
  "species": ["C", "C", "C", "N", "C", "N", "C", "O", "C", "C", "C", "C", "O", "N", "C", "C", "O", "N", "C", "C", "C", "C", "C", "C", "C", "C", "C", "C", "Cl", "C", "C", "C", "C", "H", "H", "H", "H", "H", "H", "H", "H", "H", "H", "H", "H", "H", "H", "H", "H", "H", "H", "H", "H", "H", "H", "H", "H", "H", "H", "H", "H", "H"],
  "coordinates": [[0.275, -5.753, 3.108], [-0.407, -4.816, 2.163], [0.297, -4.026, 1.303], [-0.298, -3.196, 0.420], [-1.671, -3.020, 0.420], [-2.279, -2.121, -0.304], [-1.654, -1.509, -1.326], [-2.044, -0.505, -1.884], [-0.346, -2.212, -1.730], [0.454, -2.250, -0.424], [1.905, -2.673, -0.641], [0.397, -0.926, 0.411], [0.059, -1.028, 1.584], [0.761, 0.260, -0.099], [0.621, 1.408, 0.787], [-0.738, 2.112, 0.611], [-0.821, 3.214, 0.106], [-1.767, 1.402, 1.083], [-3.138, 1.871, 1.070], [-3.704, 1.901, 2.507], [-4.799, 0.825, 2.564], [-4.521, -0.076, 1.362], [-4.047, 0.908, 0.299], [1.012, 0.597, -1.494], [2.074, 1.658, -1.637], [3.414, 1.324, -1.479], [4.404, 2.280, -1.615], [4.046, 3.585, -1.915], [5.278, 4.783, -2.092], [2.715, 3.938, -2.071], [1.734, 2.973, -1.931], [-2.425, -3.832, 1.308], [-1.817, -4.707, 2.150], [1.353, -5.723, 2.980], [-0.070, -6.773, 2.944], [0.040, -5.484, 4.137], [1.374, -4.052, 1.298], [-0.558, -3.237, -2.049], [0.143, -1.692, -2.548], [2.348, -2.068, -1.428], [1.952, -3.715, -0.954], [2.500, -2.533, 0.259], [1.413, 2.125, 0.567], [0.716, 1.055, 1.815], [-1.604, 0.479, 1.460], [-3.104, 2.863, 0.615], [-4.100, 2.885, 2.753], [-2.905, 1.680, 3.215], [-4.788, 0.280, 3.507], [-5.781, 1.287, 2.453], [-5.400, -0.635, 1.048], [-3.726, -0.789, 1.585], [-3.522, 0.425, -0.522], [-4.897, 1.460, -0.105], [1.359, -0.290, -2.018], [0.075, 0.939, -1.948], [3.691, 0.306, -1.241], [5.443, 2.018, -1.492], [2.449, 4.958, -2.295], [0.695, 3.249, -2.024], [-3.493, -3.694, 1.286], [-2.399, -5.314, 2.827]]
}